The following is a DFT calculation (ωB97M-V with the def2-TZVPD basis set) of C34H28ClF6O3P2RuS2Sb as an isolated structure.

Properties
Relative energy (zero: lowest compared OMol25 entry of this formula, charge and spin): 0.0 kJ/mol
Net charge: 0
HOMO energy (spin up / spin down): -8.31 / -8.31 eV
Spin multiplicity: 1
Orbital gap (spin up / spin down): 6.84 / 6.84 eV

Each line ends with the Mulliken charge.
Cartesian coordinates (Å):
Sb (-3.513335, -0.946930, -1.831669)  2.200
Ru (-0.095150, -1.124462, -0.099072)  0.663
Cl (-4.576968, -5.169197, 3.458011)  -0.254
S (2.314705, -1.120073, 0.106034)  -0.691
S (-0.917937, -0.336670, 2.022002)  -0.589
P (1.986979, 0.712568, -0.672188)  2.147
P (-0.492975, 1.461142, 1.222090)  1.699
F (-4.746313, -0.437245, -3.144778)  -0.535
F (-2.179708, -1.424172, -0.447360)  -0.368
F (-2.162586, 0.164197, -2.572483)  -0.550
F (-4.015296, 0.466402, -0.698119)  -0.562
F (-4.704047, -2.093948, -0.942737)  -0.525
F (-2.870469, -2.388261, -2.844491)  -0.567
O (0.064885, -3.148306, 0.516104)  -0.811
O (0.094279, -2.603720, -1.590400)  -0.703
O (-1.006982, -5.611100, -1.181511)  -0.577
C (-2.552450, 3.241389, 1.650315)  -0.411
C (-1.824552, -5.528256, -0.061515)  -0.020
C (3.903782, 4.263146, -0.198012)  -0.773
C (-2.449780, -6.182944, 2.139593)  -0.726
C (-3.768643, -4.548225, 0.950037)  -0.784
C (-3.118301, 3.531409, -1.059245)  -0.704
C (-1.579571, -6.312497, 1.062405)  1.101
C (2.287481, 0.730202, -5.225171)  -0.472
C (3.793070, 1.811899, 1.115624)  -0.468
C (0.309219, 0.716925, -0.151417)  -0.706
C (0.949170, 0.547860, -3.236709)  -0.198
C (0.250280, -4.971335, -1.058845)  -0.721
C (-2.909454, -4.671894, -0.128671)  -0.236
C (3.065329, 2.013261, -0.052967)  0.479
C (2.079789, 0.793203, -2.463332)  0.614
C (4.583997, 2.834636, 1.617745)  -0.597
C (-0.426355, -7.275221, 1.123190)  -1.702
C (2.180035, 3.994863, 3.937382)  -0.533
C (3.419493, 0.963763, -4.452117)  -0.720
C (1.917917, 2.674300, 4.267374)  -0.663
C (1.107412, 1.901986, 3.447208)  -0.625
C (1.632856, 4.552712, 2.787825)  -0.670
C (-3.518721, -5.305951, 2.080458)  0.284
C (3.116441, 3.244609, -0.707928)  -0.436
C (-3.857185, 4.219066, -0.111617)  -0.487
C (0.123819, -3.505874, -0.698008)  1.005
C (4.640917, 4.054947, 0.960794)  -0.518
C (-1.811027, 2.545869, 0.693615)  0.624
C (0.809075, 3.793188, 1.975501)  -0.416
C (1.058184, 0.522258, -4.619994)  -1.001
C (0.544564, 2.463295, 2.305531)  0.286
C (-2.094631, 2.684288, -0.659120)  -0.374
C (-3.578834, 4.072672, 1.244171)  -0.667
C (3.319661, 0.995529, -3.072694)  -0.459
H (3.737263, 0.856553, 1.623126)  0.342
H (-0.011548, 0.366050, -2.775319)  0.120
H (0.466452, -6.800029, 1.537103)  0.266
H (-4.165029, 4.606199, 1.980370)  0.407
H (0.869595, -5.444606, -0.292006)  0.220
H (-4.608591, -3.869866, 0.907001)  0.527
H (0.176269, 0.330181, -5.216168)  0.516
H (2.551166, 3.401495, -1.618640)  0.505
H (-3.069649, -4.103393, -1.034165)  0.703
H (-0.671128, -8.122439, 1.762816)  0.479
H (-2.327731, 3.130328, 2.704955)  0.453
H (2.812662, 4.596011, 4.578052)  0.428
H (2.369401, 0.705037, -6.304063)  0.392
H (0.902001, 0.866994, 3.689300)  0.399
H (5.261888, 4.849935, 1.353528)  0.423
H (-3.351907, 3.627322, -2.110894)  0.436
H (-0.179833, -7.651992, 0.131026)  0.383
H (4.203463, 1.174238, -2.472145)  0.483
H (-1.546513, 2.109961, -1.394597)  0.389
H (2.342813, 2.242054, 5.163762)  0.424
H (1.840940, 5.583022, 2.530643)  0.450
H (3.948342, 5.216513, -0.707891)  0.412
H (4.379936, 1.117447, -4.925931)  0.403
H (-2.295931, -6.777972, 3.030859)  0.421
H (0.731052, -5.052800, -2.031111)  0.421
H (0.363160, 4.234128, 1.091654)  0.474
H (-4.665054, 4.867067, -0.425715)  0.389
H (5.154416, 2.677266, 2.523583)  0.451

Atoms 1-6, force components in eV/Å:
-0.006 0.026 0.051
-0.146 -0.006 0.242
-0.001 -0.001 0.001
0.025 0.011 0.007
0.000 0.087 0.017
0.026 -0.080 -0.029

---

The following is a DFT calculation (ωB97M-V with the def2-TZVPD basis set) of C8H10F6N2O2SSbSe3SnTe as an isolated structure in a non-equilibrium geometry.

Properties
Relative energy (zero: lowest compared OMol25 entry of this formula, charge and spin): 146.4 kJ/mol
Net charge: -2
HOMO energy (spin up / spin down): -1.51 / -1.49 eV
Spin multiplicity: 2
Orbital gap (spin up / spin down): 5.93 / 4.92 eV
<S²>: 0.756

Each line ends with the Löwdin spin population.
Cartesian coordinates (Å):
Te (1.152540, -0.571723, -2.321349)  0.024
Sb (-1.406560, -2.477423, 3.337851)  0.000
Sn (-0.124760, -1.415723, 0.166651)  0.003
Se (2.918040, -2.388323, -2.874449)  0.392
Se (2.883240, -3.713123, -1.034649)  0.527
Se (2.727940, 1.262577, -2.485749)  0.035
S (-1.918960, -1.241523, -1.763049)  0.000
F (-2.057760, -4.222023, 3.632051)  0.000
F (0.119140, -3.213823, 2.510851)  0.000
F (-2.353560, -2.464823, 1.708051)  0.000
F (-2.907660, -1.763723, 4.228051)  0.000
F (-0.770160, -0.758023, 2.974451)  0.000
F (-0.408560, -2.483023, 4.945051)  0.000
O (-0.009960, 0.731877, 0.296651)  0.001
O (-0.048560, 2.624377, 1.425751)  0.000
N (-0.678260, 1.009377, -2.472449)  0.005
N (2.232640, -1.057523, 1.241551)  0.002
C (0.529240, 1.616577, 1.075251)  0.000
C (1.998240, 1.397077, 1.472351)  0.000
C (-2.998560, 0.925077, -2.970249)  0.000
C (-1.836660, 0.356377, -2.426049)  0.002
C (-0.632660, 2.246377, -2.944849)  0.001
C (2.288540, 0.067177, 2.167651)  0.000
C (-2.951660, 2.205777, -3.465849)  0.001
C (-1.744960, 2.901277, -3.427049)  0.000
H (-3.900660, 0.332177, -2.983049)  0.000
H (0.347840, 2.702277, -2.933149)  0.000
H (2.386440, -1.935423, 1.740351)  0.001
H (3.282840, 0.124077, 2.642551)  0.000
H (2.585540, 1.478177, 0.552151)  0.001
H (-3.837260, 2.666077, -3.885949)  0.000
H (-1.676460, 3.918977, -3.775649)  0.000
H (2.982540, -0.976223, 0.554151)  0.003
H (2.281040, 2.216777, 2.137651)  0.000
H (1.547840, -0.100023, 2.954451)  0.000

Atoms 1-6, force components in eV/Å:
0.092 0.051 -1.460
-0.387 -0.676 0.656
0.647 0.510 0.330
0.546 -0.731 0.491
0.087 -0.030 -0.264
0.541 0.475 0.118